{
  "formula": "C25H59N8O7",
  "method": "ωB97M-V/def2-TZVPD",
  "e_tot_ev": -53133.68844,
  "total_charge": -1,
  "e_lumo_ev": 2.00,
  "homo_energy_ev": -1.01,
  "gap_ha": 0.1104,
  "species": ["O", "O", "O", "O", "O", "O", "O", "N", "N", "N", "N", "N", "N", "N", "N", "C", "C", "C", "C", "C", "C", "C", "C", "C", "C", "C", "C", "C", "C", "C", "C", "C", "C", "C", "C", "C", "C", "C", "C", "C", "H", "H", "H", "H", "H", "H", "H", "H", "H", "H", "H", "H", "H", "H", "H", "H", "H", "H", "H", "H", "H", "H", "H", "H", "H", "H", "H", "H", "H", "H", "H", "H", "H", "H", "H", "H", "H", "H", "H", "H", "H", "H", "H", "H", "H", "H", "H", "H", "H", "H", "H", "H", "H", "H", "H", "H", "H", "H", "H"],
  "positions_angstrom": [[5.242, 2.323, -6.753], [-5.655, -0.210, -3.752], [2.628, -0.030, 2.508], [-2.463, -2.870, 1.546], [-2.618, -2.533, 7.171], [2.841, 3.387, -3.111], [-0.216, -0.016, -2.328], [2.507, 2.094, 3.223], [-3.836, 3.489, 0.265], [6.361, 0.573, -5.841], [0.902, -1.255, -0.804], [-2.076, -4.178, 3.357], [-4.153, -1.457, -2.584], [-1.280, -0.760, 6.738], [1.640, 2.715, -4.927], [-2.468, -4.543, 4.696], [1.052, 2.072, 3.050], [2.760, 3.114, -4.297], [-2.087, 1.355, 1.171], [-5.386, -1.014, -2.874], [0.016, -0.131, 6.853], [-3.020, -0.919, -3.321], [3.158, 3.291, 3.690], [-2.454, 1.438, -0.312], [3.184, 0.973, 2.914], [-1.543, -1.967, 7.268], [-0.349, -1.618, -0.147], [-3.279, 2.663, -0.824], [6.126, 1.488, -6.801], [5.512, 0.565, -4.659], [-3.913, -2.438, -1.547], [-0.833, -4.669, 2.799], [1.659, 2.408, -6.340], [2.164, -1.666, -0.233], [0.388, 2.566, -4.192], [-2.333, -0.084, 5.992], [-2.805, -3.306, 2.623], [0.832, -0.450, -1.872], [-3.156, 0.664, 2.008], [7.424, -0.397, -5.952], [-3.402, -4.040, 4.942], [-4.858, -2.688, -1.066], [-4.075, 2.293, -1.490], [-3.721, -2.968, 3.137], [-0.995, -2.161, -0.840], [1.366, 1.370, -6.522], [-2.950, 0.160, -3.186], [-3.200, 0.098, 6.628], [4.278, 1.058, 3.044], [0.461, 0.036, 5.870], [0.075, 3.515, -3.757], [-1.723, -4.198, 5.413], [0.677, -0.781, 7.426], [0.482, 1.833, -3.393], [-0.876, -0.716, 0.205], [-4.144, 2.862, 1.000], [-4.229, 0.890, 1.739], [-0.135, -2.251, 0.710], [0.971, 3.051, -6.895], [-3.033, 0.531, -0.558], [0.594, 1.298, 3.664], [-0.674, -2.419, 7.776], [7.950, -0.245, -6.894], [-2.654, 3.318, -1.444], [-6.163, -1.466, -2.232], [-0.363, -5.329, 3.527], [2.804, 3.578, 4.684], [-3.061, 0.928, 3.072], [-1.556, 1.381, -0.935], [8.144, -0.295, -5.137], [-1.949, 2.369, 1.569], [-3.120, -1.127, -4.389], [-1.946, 0.862, 5.622], [4.233, 3.116, 3.746], [-2.105, -1.363, -2.936], [2.981, 4.130, 3.013], [2.312, -2.749, -0.252], [-0.054, 0.830, 7.367], [3.630, 3.156, -4.973], [5.844, -0.238, -4.004], [-3.234, -2.052, -0.785], [0.658, 3.047, 3.333], [-1.006, -5.220, 1.873], [2.195, -1.301, 0.791], [-0.371, 2.218, -4.890], [7.035, -1.418, -5.938], [5.567, 1.514, -4.125], [0.770, 1.853, 2.021], [-4.650, 3.997, -0.064], [2.962, -1.192, -0.808], [-3.478, -3.352, -1.961], [-2.657, -0.683, 5.142], [6.822, 1.410, -7.653], [-0.155, -3.846, 2.569], [4.469, 0.400, -4.929], [2.667, 2.556, -6.726], [1.819, -0.178, -2.288], [-2.602, -5.620, 4.827], [-3.100, -0.432, 1.963]],
  "forces_ev_per_angstrom": [[0.037, -0.026, -0.052], [-0.009, -0.040, 0.029], [0.408, -0.381, 0.132], [-0.099, -0.386, -0.267], [0.014, -0.083, 0.192], [-0.030, -0.030, -0.022], [0.264, -0.206, -0.380], [-0.026, -0.151, 0.090], [-0.090, -0.084, -0.026], [-0.038, 0.026, 0.037], [-0.148, -0.202, -0.385], [-0.212, -0.176, -0.227], [0.018, 0.002, -0.099], [-0.104, -0.042, 0.056], [-0.064, -0.004, -0.077], [0.115, 0.102, 0.189], [0.127, 0.182, -0.075], [0.087, -0.031, 0.031], [0.098, 0.047, 0.135], [0.000, -0.022, -0.048], [0.105, -0.037, -0.013], [-0.007, -0.019, 0.045], [0.098, 0.034, -0.003], [0.082, -0.049, 0.242], [-0.482, 0.396, -0.099], [-0.012, 0.154, -0.301], [-0.033, 0.199, 0.060], [-0.164, 0.047, -0.098], [-0.050, 0.002, 0.054], [-0.035, 0.006, 0.013], [0.034, 0.107, 0.099], [0.078, 0.018, 0.061], [0.036, -0.004, -0.042], [-0.166, 0.369, 0.036], [0.124, 0.006, 0.031], [0.035, 0.025, -0.037], [0.176, 0.423, 0.269], [-0.107, 0.122, 0.395], [-0.262, 0.002, -0.029], [0.059, -0.022, -0.050], [0.013, -0.019, 0.051], [0.020, -0.017, 0.019], [0.034, 0.055, -0.006], [-0.050, -0.068, -0.046], [0.058, -0.051, 0.024], [0.002, -0.006, 0.033], [0.016, -0.018, 0.042], [0.011, -0.005, 0.024], [0.002, -0.028, 0.031], [-0.017, -0.017, -0.015], [0.017, 0.017, -0.014], [-0.051, -0.058, 0.074], [0.016, 0.019, -0.005], [-0.063, 0.030, -0.015], [0.075, -0.058, 0.091], [0.088, 0.081, 0.062], [0.091, 0.016, 0.059], [0.033, -0.001, -0.034], [0.002, 0.026, 0.028], [0.085, 0.033, -0.024], [0.013, -0.037, 0.017], [-0.025, 0.026, 0.080], [0.011, -0.019, 0.012], [0.061, -0.058, 0.083], [-0.011, 0.018, 0.009], [0.010, -0.004, -0.029], [-0.013, -0.030, 0.005], [0.036, 0.004, -0.046], [-0.140, 0.017, -0.073], [-0.010, 0.032, 0.006], [0.079, 0.010, -0.057], [-0.032, -0.028, 0.000], [-0.029, -0.011, -0.040], [-0.001, 0.030, 0.005], [-0.043, 0.086, -0.032], [-0.010, -0.023, -0.025], [-0.134, -0.034, -0.062], [-0.033, -0.007, 0.010], [-0.004, 0.038, -0.006], [-0.035, 0.017, 0.029], [-0.074, 0.034, 0.019], [-0.039, -0.016, -0.021], [-0.028, 0.000, 0.004], [0.295, -0.120, 0.064], [-0.048, 0.016, 0.049], [-0.031, 0.011, -0.009], [0.028, 0.007, -0.009], [-0.123, -0.031, -0.008], [-0.004, -0.073, -0.024], [0.087, -0.050, 0.109], [-0.025, 0.004, -0.039], [0.041, 0.018, -0.018], [-0.001, 0.007, -0.003], [-0.009, 0.017, 0.030], [0.004, -0.015, -0.020], [-0.007, -0.014, -0.018], [0.009, -0.014, -0.025], [0.007, -0.018, -0.167], [-0.014, -0.001, -0.046]]
}